Record 1
Entry from the Open Molecules 2025 dataset: a molecular structure, C6H11N3O2 at a distorted geometry (ωB97M-V/def2-TZVPD).

HOMO level	-18.14	eV
gap between HOMO and LUMO	9.431	eV
E	-549.2645	Eh
charge	+2

```
22
Properties=species:S:1:pos:R:3:forces:R:3
C 1.53940 -0.17285 0.23780 -1.086 -0.479 -1.283
C -3.53260 0.64342 0.44458 -3.199 1.327 0.297
C 0.32694 0.45600 0.12338 -3.423 -1.839 0.419
C 2.79099 0.41276 -0.03869 1.002 1.376 1.345
C -1.34427 -0.58683 0.07133 1.674 1.330 0.096
C 4.12498 -0.29237 0.13664 -0.744 -0.848 0.473
N -1.34796 -1.86986 -0.25741 -4.444 0.844 0.493
N -4.25840 1.37184 -0.43053 2.739 -1.370 0.618
N -2.40061 0.08372 0.29340 1.441 0.457 -0.441
O 2.94595 1.68687 -0.30788 0.245 -0.996 -0.256
O 0.00967 1.72864 0.12268 2.300 -1.176 -0.077
H 1.56900 -1.26988 0.26001 -0.272 0.563 0.278
H -4.14330 0.60715 1.39344 1.231 -0.588 -0.564
H 4.29122 -0.87045 -0.81349 0.250 0.718 0.602
H 4.20400 -1.12223 0.98599 -0.531 2.098 -1.620
H 4.79189 0.58087 0.27509 0.318 -1.092 -0.175
H -0.53249 -2.37597 -0.34146 1.816 -1.423 -0.358
H -2.35192 -2.36178 -0.27828 3.271 1.138 0.013
H -5.14797 1.65830 -0.17224 -1.846 0.574 0.874
H -3.94188 1.78680 -1.27387 0.587 -0.145 -0.963
H -0.91865 1.91314 0.04099 -1.170 0.014 -0.063
H 2.18726 2.25810 -0.53536 -0.158 -0.482 0.290
```
Positions in Å, forces in eV/Å.


Record 2
Entry from the Open Molecules 2025 dataset: 2 unconnected molecules or ions with the total composition C3H9NO at a distorted geometry (ωB97M-V/def2-TZVPD).

SMILES	C=N.CCO
HOMO level	-9.90	eV
gap between HOMO and LUMO	10.843	eV
E	-249.6364	Eh

```
14
Properties=species:S:1:pos:R:3:forces:R:3
C 2.61452 -0.48727 0.73435 0.886 0.851 1.631
N 2.07124 0.07362 1.75324 0.299 -0.550 -1.114
H 2.37175 -1.48030 0.38182 -0.537 0.025 -0.152
H 3.52808 -0.00066 0.38214 -0.085 -0.448 -0.776
H 2.63402 0.91226 1.89504 -0.351 0.219 0.409
C -2.18664 0.51512 -1.06482 0.614 -0.067 -0.184
C -1.17230 -0.44354 -0.43112 -0.212 0.242 -1.016
O -0.73436 0.07142 0.79821 -0.646 -0.792 0.394
H -1.68976 1.40602 -1.44924 0.276 -0.036 -0.160
H -2.65958 0.01519 -1.91239 -0.404 0.191 0.159
H -2.86422 0.92355 -0.31796 -0.395 -0.532 -0.024
H -0.36917 -0.64619 -1.16553 0.138 0.405 0.365
H -1.59819 -1.44853 -0.32000 -0.217 0.298 0.601
H 0.05459 0.58932 0.71627 0.636 0.195 -0.134
```
Positions in Å, forces in eV/Å.


Record 3
Entry from the Open Molecules 2025 dataset: a gas-phase ion, C4H10N2 (charge +1) at a distorted geometry (ωB97M-V/def2-TZVPD).

expectation value of S²	0.76
HOMO level (spin up / spin down)	-15.48 / -15.33	eV
gap between HOMO and LUMO (spin up / spin down)	11.494 / 8.110	eV
2S+1	2
E	-267.5967	Eh
charge	+1

```
16
Properties=species:S:1:pos:R:3:forces:R:3
C -1.85594 -0.34691 1.65757 0.381 -0.483 0.528
C -0.69020 0.18101 0.84885 0.436 0.436 -1.115
C -0.59309 -0.61097 -0.48017 -0.135 -0.223 0.349
N 2.66784 0.46645 -1.60657 -0.209 0.065 0.272
C 1.44350 0.57813 -1.16042 -0.566 0.488 -0.379
N 0.42041 -0.19196 -1.38442 0.201 -0.187 0.499
H -1.67223 -0.21759 2.72135 -0.100 0.305 0.058
H -2.81911 0.07849 1.40614 -0.034 0.161 -0.161
H -1.91290 -1.42887 1.53804 -0.146 -0.083 -0.095
H -0.79152 1.22872 0.54097 -0.325 0.010 0.324
H 0.27834 0.13110 1.34462 -0.041 -0.274 0.331
H -1.55897 -0.63226 -0.97244 -0.034 0.008 -0.369
H -0.34883 -1.65769 -0.24787 0.013 -0.094 0.086
H 3.18520 1.33009 -1.69876 0.450 -0.380 0.209
H 3.07057 -0.43285 -1.82816 0.069 0.147 -0.428
H 1.17693 1.52509 -0.67871 0.041 0.104 -0.110
```
Positions in Å, forces in eV/Å.


Record 4
Entry from the Open Molecules 2025 dataset: C16H25N7 in the gas phase at a distorted geometry (ωB97M-V/def2-TZVPD).

SMILES	NCCN1CCC(c2nnc(Cn3ccnc3)n2C2CC2)CC1
HOMO level	-7.62	eV
gap between HOMO and LUMO	8.218	eV
E	-1007.9119	Eh

```
48
Properties=species:S:1:pos:R:3:forces:R:3
N 2.18637 -1.15837 3.76802 0.325 -0.791 1.008
C 3.38493 -1.17946 2.97182 0.778 -0.281 -0.379
C 3.54327 -2.21081 1.84616 -1.138 -0.198 -0.679
N 2.44055 -2.19137 0.83653 0.281 -0.681 -0.575
C 2.24439 -0.98370 0.00210 0.491 -0.408 1.089
C 1.31665 -1.27204 -1.17291 0.494 -0.929 -0.030
C -0.03169 -1.81100 -0.66519 -0.902 0.477 -0.563
C -0.79535 -0.68945 0.00553 -0.566 0.842 1.145
N -0.89430 -0.47347 1.30220 0.609 -1.107 -0.092
N -1.60925 0.64815 1.53292 0.037 0.006 0.616
C -1.96644 1.15666 0.40133 0.794 -1.069 -0.379
C -2.66517 2.46077 0.37627 -0.136 0.747 -1.014
N -1.84531 3.50093 -0.28554 -0.982 -0.842 1.352
C -2.17765 4.18649 -1.41337 1.456 0.166 -0.570
C -1.01839 4.81861 -1.76698 0.075 -0.278 0.724
N -0.00200 4.57495 -0.84105 -0.590 1.017 -1.030
C -0.55799 3.82873 0.05715 -0.260 -0.870 -0.063
N -1.48171 0.33298 -0.61944 -0.553 1.043 -1.096
C -1.59677 0.55109 -2.06811 -1.028 -0.220 0.485
C -2.38911 -0.45486 -2.84843 0.156 -0.459 -0.734
C -2.95705 0.94659 -2.71634 0.842 -0.282 0.329
C 0.14889 -3.06354 0.21430 0.046 -0.082 -0.687
C 1.19974 -2.85646 1.28234 0.316 1.127 0.376
H 2.04263 -2.04324 4.28128 -0.016 0.761 -0.569
H 1.37460 -0.92651 3.23832 -0.560 0.079 -0.252
H 4.24013 -1.32861 3.63843 0.056 0.243 0.023
H 3.49920 -0.21999 2.48426 0.054 0.529 0.164
H 4.49827 -2.04107 1.30624 -0.408 -0.003 0.331
H 3.58335 -3.23122 2.28635 -0.093 0.434 -0.391
H 3.22776 -0.62795 -0.36065 -0.376 -0.260 0.168
H 1.81672 -0.17268 0.61759 -0.010 0.117 -0.230
H 1.77267 -2.06433 -1.81911 -0.246 0.679 0.404
H 1.20327 -0.35320 -1.75092 -0.111 -0.084 -0.109
H -0.67499 -2.07570 -1.52431 0.415 -0.061 0.116
H -2.88704 2.76314 1.38803 0.212 -0.178 0.436
H -3.64253 2.39879 -0.11153 0.255 0.156 -0.264
H -3.09928 4.15604 -1.96048 -0.297 -0.263 0.289
H -0.91428 5.42328 -2.62682 0.443 0.570 -0.566
H -0.05067 3.45753 0.94298 -0.334 -0.109 -0.163
H -0.69428 0.93094 -2.52909 -0.077 0.111 0.046
H -2.91543 -1.24981 -2.31571 0.251 0.342 0.071
H -1.92175 -0.83481 -3.78530 -0.624 0.633 0.630
H -3.82220 1.08629 -2.04860 0.571 -0.232 -0.398
H -2.93809 1.61924 -3.58692 0.158 -0.352 0.605
H 0.42527 -3.93634 -0.42659 -0.155 0.749 0.236
H -0.80982 -3.30434 0.69580 0.281 0.022 -0.082
H 0.73706 -2.27399 2.08334 -0.162 -0.244 -0.047
H 1.47280 -3.81291 1.68411 0.227 -0.565 0.318
```
Positions in Å, forces in eV/Å.